ORCA calculation (ωB97M-V with the def2-TZVPD basis set) on one molecule with the formula C27H37N3O3.

Output
E_HOMO: -7.5 eV
Energy: -39212.470 eV
Largest force on an atom: 0.54 eV Å⁻¹
ΔE to the lowest compared entry with this formula, charge and spin: 64.7 kcal/mol
SMILES string: CCOC(=O)C1CCN(c2ccccc2CN2CCN(c3ccccc3OCC)CC2)CC1

Geometry as ORCA input:
```
! wB97M-V def2-TZVPD RIJCOSX def2/J DEFGRID3
* xyz 0 1
C -2.67 -5.60 -2.06
C -2.92 -5.54 -0.56
H -2.03 -5.90 -0.02
H -3.79 -6.14 -0.28
O -3.22 -4.21 -0.13
C -2.19 -3.39 0.08
O -1.04 -3.71 -0.03
C -2.68 -2.01 0.46
C -1.55 -1.15 1.03
H -0.74 -1.12 0.30
C -2.05 0.26 1.30
N -2.58 0.84 0.08
C -2.77 2.25 0.18
C -3.89 2.80 0.79
C -4.04 4.17 0.90
C -3.06 5.01 0.40
C -1.95 4.48 -0.23
C -1.79 3.10 -0.35
C -0.59 2.57 -1.09
N 0.62 3.21 -0.60
C 1.74 3.18 -1.52
C 2.42 1.80 -1.60
N 2.82 1.40 -0.27
C 3.85 0.45 -0.18
C 5.14 0.88 -0.47
C 6.24 0.05 -0.36
C 6.05 -1.25 0.06
C 4.78 -1.72 0.34
C 3.67 -0.90 0.20
O 2.37 -1.32 0.36
C 2.11 -2.62 0.86
C 2.30 -2.70 2.37
H 3.33 -2.50 2.64
H 1.67 -1.97 2.87
H 2.03 -3.70 2.72
H 2.71 -3.37 0.35
H 1.06 -2.80 0.61
H 4.67 -2.75 0.65
H 6.90 -1.92 0.17
H 7.22 0.42 -0.59
H 5.27 1.91 -0.77
C 1.69 1.31 0.62
C 1.05 2.71 0.70
H 0.18 2.70 1.36
H 1.78 3.41 1.09
H 2.04 1.02 1.61
H 0.94 0.58 0.29
H 3.31 1.86 -2.24
H 1.73 1.07 -2.05
H 1.41 3.49 -2.51
H 2.48 3.90 -1.15
H -0.58 1.48 -1.02
H -0.70 2.84 -2.15
H -1.18 5.12 -0.63
H -3.17 6.08 0.48
H -4.92 4.58 1.38
H -4.65 2.15 1.20
C -3.72 0.09 -0.41
C -3.26 -1.31 -0.79
H -2.48 -1.24 -1.55
H -4.10 -1.89 -1.18
H -4.53 0.01 0.34
H -4.11 0.61 -1.29
H -2.82 0.23 2.09
H -1.23 0.88 1.66
H -1.17 -1.60 1.95
H -3.48 -2.13 1.19
H -2.51 -6.63 -2.37
H -3.53 -5.20 -2.60
H -1.80 -5.01 -2.32
*
```

Atom charges from the Löwdin analysis, given in e for atoms 1 to 8: number 1, C, carries -0.060; number 2, C, carries -0.213; number 3, H, carries 0.121; number 4, H, carries 0.123; number 5, O, carries 0.000; number 6, C, carries -0.464; number 7, O, carries 0.115; number 8, C, carries -0.220

ORCA calculation (ωB97M-V with the def2-TZVPD basis set) on a 6-piece molecular cluster, C22H30F15NO12P overall.

Output
E_HOMO: -3.6 eV
Energy: -99414.677 eV
Largest force on an atom: 0.51 eV Å⁻¹

Geometry as ORCA input:
```
! wB97M-V def2-TZVPD RIJCOSX def2/J DEFGRID3
* xyz -1 1
O -3.51 9.55 5.28
C -4.24 8.65 5.61
C -4.03 7.68 6.75
N -2.68 7.45 7.17
P -1.80 6.42 6.34
O -2.41 5.56 5.27
H -5.19 8.50 5.04
H -4.57 6.77 6.43
H -4.61 8.11 7.58
H -0.70 7.14 5.81
H -1.13 5.60 7.29
C 0.42 1.06 3.36
C 0.82 2.26 2.53
O 0.95 3.45 3.32
C 2.06 3.62 4.01
O 2.98 2.87 4.13
C 2.02 5.03 4.66
F 0.81 5.32 5.12
F 2.34 5.94 3.71
F 2.91 5.13 5.64
H -0.49 1.27 3.92
H 0.26 0.20 2.73
H 1.20 0.81 4.08
H 0.06 2.51 1.80
H 1.76 2.08 2.00
C 5.33 -3.58 1.87
C 4.12 -4.42 1.54
O 2.90 -3.76 1.96
C 2.42 -2.85 1.13
O 2.86 -2.52 0.07
C 1.11 -2.26 1.70
F 1.21 -2.01 3.01
F 0.11 -3.15 1.53
F 0.78 -1.15 1.06
H 5.35 -3.34 2.93
H 6.24 -4.13 1.61
H 5.32 -2.65 1.31
H 4.12 -5.36 2.09
H 4.05 -4.64 0.47
C -1.57 6.83 0.71
C -2.53 5.96 -0.07
O -1.89 5.42 -1.27
C -1.14 4.35 -1.07
O -0.93 3.80 -0.02
C -0.55 3.85 -2.41
F -0.09 4.85 -3.16
F -1.50 3.21 -3.11
F 0.45 3.00 -2.19
H -1.18 7.63 0.08
H -2.10 7.27 1.56
H -0.74 6.25 1.10
H -3.37 6.52 -0.45
H -2.90 5.13 0.53
C 0.18 -4.16 -2.02
C -0.88 -4.65 -1.07
O -2.10 -4.99 -1.79
C -2.13 -6.17 -2.36
O -1.28 -7.02 -2.35
C -3.49 -6.38 -3.07
F -3.86 -5.29 -3.75
F -4.44 -6.64 -2.16
F -3.42 -7.40 -3.92
H -0.20 -3.31 -2.59
H 1.06 -3.84 -1.47
H 0.46 -4.94 -2.72
H -1.18 -3.89 -0.36
H -0.55 -5.53 -0.51
C 0.68 -7.11 -8.61
C -0.20 -6.06 -7.97
O 0.41 -5.52 -6.77
C 1.31 -4.57 -6.95
O 1.67 -4.09 -7.98
C 1.82 -4.08 -5.57
F 2.08 -5.11 -4.76
F 0.88 -3.32 -5.00
F 2.92 -3.36 -5.71
H 0.90 -7.90 -7.90
H 0.16 -7.55 -9.46
H 1.61 -6.67 -8.96
H -1.15 -6.47 -7.63
H -0.41 -5.23 -8.66
*
```

Atom charges from the Löwdin analysis, given in e for atoms 1 to 8: number 1, O, carries 0.004; number 2, C, carries -0.306; number 3, C, carries -0.395; number 4, N, carries -0.307; number 5, P, carries 0.382; number 6, O, carries -0.524; number 7, H, carries 0.098; number 8, H, carries 0.082

ORCA calculation (ωB97M-V with the def2-TZVPD basis set) on one molecule with the formula C2H6N2S.

Output
E_HOMO: -8.2 eV
Energy: -15982.283 eV
Largest force on an atom: 7.35 eV Å⁻¹
ΔE to the lowest compared entry with this formula, charge and spin: 104.1 kcal/mol
SMILES string: CC(=S)NN

Geometry as ORCA input:
```
! wB97M-V def2-TZVPD RIJCOSX def2/J DEFGRID3
* xyz 0 1
C 0.43 1.13 -0.12
C 0.90 -0.31 -0.24
H -0.19 1.26 0.75
H 1.48 1.68 0.17
H 0.09 1.96 -1.07
H 0.26 -1.93 0.12
H -2.22 -1.34 -0.42
H -1.62 -0.40 1.19
N -0.17 -1.00 -0.29
N -1.55 -0.49 -0.06
S 2.58 -0.56 -0.04
*
```

Atom charges from the Löwdin analysis, given in e for atoms 1 to 8: number 1, C, carries -0.197; number 2, C, carries -0.948; number 3, H, carries 0.022; number 4, H, carries 0.070; number 5, H, carries 0.164; number 6, H, carries 0.170; number 7, H, carries 0.135; number 8, H, carries 0.197

ORCA calculation (ωB97M-V with the def2-TZVPD basis set) on C21H48BrI3OSSi2 as an isolated structure.

Output
E_HOMO: -9.1 eV
Energy: -145544.201 eV
Largest force on an atom: 0.61 eV Å⁻¹

Geometry as ORCA input:
```
! wB97M-V def2-TZVPD RIJCOSX def2/J DEFGRID3
* xyz 0 1
C 1.31 -5.93 4.34
C 1.11 -5.39 2.95
I 2.37 -3.75 2.51
C 0.27 -5.90 2.05
I 0.12 -5.25 0.07
Si -0.87 -7.33 2.41
S 0.24 -9.15 2.43
O -1.58 -7.15 3.91
Si -3.20 -7.13 4.13
Br -4.11 -8.96 3.26
I -4.19 -5.12 3.18
H 0.37 -6.07 4.84
H 1.90 -5.25 4.92
H 1.86 -6.86 4.28
H -1.89 -7.36 1.37
H 0.05 -9.50 3.70
H -3.47 -7.15 5.56
C -1.93 -2.07 1.46
C -1.45 -1.05 0.43
C -2.43 0.10 0.21
C -3.79 -0.32 -0.35
C -3.72 -1.07 -1.68
C -3.10 -0.26 -2.81
H -2.85 -2.57 1.13
H -1.17 -2.84 1.60
H -2.12 -1.60 2.42
H -1.23 -1.55 -0.51
H -0.50 -0.63 0.78
H -1.97 0.83 -0.46
H -2.59 0.62 1.16
H -4.40 0.58 -0.49
H -4.32 -0.93 0.38
H -4.74 -1.36 -1.96
H -3.17 -2.01 -1.55
H -3.66 0.66 -2.97
H -3.10 -0.82 -3.74
H -2.07 0.01 -2.59
C 3.23 4.75 0.85
C 3.14 3.93 2.13
C 3.34 2.43 1.91
C 2.31 1.76 1.01
C 0.86 1.90 1.47
C 0.59 1.27 2.84
H 2.45 4.47 0.14
H 3.11 5.82 1.06
H 4.20 4.61 0.37
H 2.17 4.11 2.62
H 3.90 4.28 2.84
H 3.36 1.93 2.89
H 4.34 2.27 1.48
H 2.55 0.69 0.94
H 2.40 2.15 -0.01
H 0.21 1.42 0.74
H 0.57 2.95 1.49
H 0.84 0.21 2.83
H -0.46 1.36 3.10
H 1.17 1.75 3.63
C -0.11 2.36 -2.38
C 0.86 3.54 -2.47
C 0.41 4.62 -3.45
C 0.28 4.17 -4.90
C 1.55 3.58 -5.50
C 2.72 4.56 -5.55
H -0.21 1.84 -3.34
H 0.24 1.63 -1.65
H -1.10 2.70 -2.08
H 1.85 3.17 -2.75
H 0.97 3.98 -1.48
H 1.11 5.46 -3.38
H -0.56 5.02 -3.12
H -0.03 5.03 -5.50
H -0.53 3.44 -4.98
H 1.33 3.24 -6.52
H 1.85 2.68 -4.95
H 2.46 5.45 -6.12
H 3.59 4.10 -6.01
H 3.02 4.88 -4.55
*
```

Atom charges from the Löwdin analysis, given in e for atoms 1 to 8: number 1, C, carries -0.169; number 2, C, carries -0.872; number 3, I, carries 0.830; number 4, C, carries -0.915; number 5, I, carries 0.846; number 6, Si, carries 0.017; number 7, S, carries 0.495; number 8, O, carries -0.498

Which of these has the lowest E_HOMO?
C21H48BrI3OSSi2